# C4H8O4

A 2-piece molecular cluster, C4H8O4 overall at a distorted geometry (the ωB97M-V functional and the def2-TZVPD basis, OMol25).

The HOMO-LUMO gap comes out at 0.40105 Eh. The maximum force comes out at 2.0 eV/A. As for the total energy: -458.20241 a.u. The calculation puts the relative energy (zero: lowest compared OMol25 entry of this formula, charge and spin) at 80.7 kJ/mol.

Last column: Löwdin charge in e.
Positions of all 16 atoms, in Å:
1 O 1.97892 -3.25921 1.29295  0.0694
2 O 0.00650 -3.64519 0.17829  0.0641
3 C 0.79874 -3.00542 1.09745  -0.5461
4 C 0.12211 -1.79468 1.68361  -0.0007
5 H 0.64702 -4.14689 -0.39620  0.1397
6 H 0.61893 -0.90441 1.26267  0.0837
7 H 0.26518 -1.79328 2.77729  0.0906
8 H -0.95800 -1.72879 1.47001  0.0863
9 O 0.28419 0.99410 -0.71785  0.0747
10 O 0.05980 2.33749 -2.57039  0.0545
11 C -0.14765 1.99881 -1.25101  -0.5335
12 C -0.92015 3.09911 -0.55283  0.0018
13 H 0.62639 1.71752 -3.10577  0.1440
14 H -1.96194 2.76636 -0.40941  0.0935
15 H -0.92301 3.99990 -1.18937  0.0844
16 H -0.49708 3.36461 0.43060  0.0935